{
  "formula": "C22H59GaN10O9PS",
  "method": "ωB97M-V/def2-TZVPD",
  "elements": ["C", "O", "C", "C", "C", "C", "C", "C", "C", "C", "C", "C", "Ga", "C", "C", "C", "C", "C", "O", "C", "P", "O", "O", "S", "H", "H", "H", "H", "H", "H", "H", "H", "H", "H", "H", "H", "H", "H", "H", "H", "H", "H", "H", "H", "H", "H", "H", "H", "H", "H", "H", "H", "H", "H", "H", "H", "H", "H", "H", "H", "H", "H", "H", "C", "O", "N", "N", "H", "H", "H", "H", "C", "O", "N", "N", "H", "H", "H", "H", "C", "O", "N", "N", "H", "H", "H", "H", "C", "O", "N", "N", "H", "H", "H", "H", "C", "O", "N", "N", "H", "H", "H", "H"],
  "xyz": [[5.9713, -2.4133, 2.9372], [4.7749, -1.7030, 2.6791], [3.8387, -2.3950, 1.8683], [3.8071, -1.9201, 0.4009], [4.2885, -0.4922, 0.1487], [3.2442, 0.5891, 0.4319], [2.7342, 0.6874, 1.8714], [1.9673, 2.0356, 2.0436], [0.4405, 1.8146, 1.9587], [-0.3378, 2.8990, 1.2047], [-1.7217, 2.3272, 0.8253], [-1.7705, 1.6044, -0.5133], [-3.4563, 0.4516, -0.6338], [-4.1682, 0.1291, 1.2575], [-5.1116, -1.0890, 1.3587], [-4.8308, -2.0965, 2.5033], [-3.5836, -1.8413, 3.3356], [-2.2828, -2.0112, 2.5510], [-1.4784, -3.0411, 3.1092], [-0.3092, -3.2337, 2.3312], [-2.8785, -1.6345, -1.6596], [-3.6520, -1.7766, -3.1023], [-3.4109, -2.9209, -0.7838], [-0.9651, -1.9709, -2.0554], [6.1812, -3.1564, 2.1701], [6.8013, -1.7069, 2.9720], [5.9106, -2.8941, 3.9177], [4.0341, -3.4680, 1.8797], [2.8563, -2.2616, 2.3208], [4.4030, -2.6164, -0.1900], [2.7864, -1.9914, 0.0255], [4.5360, -0.4212, -0.9129], [5.2040, -0.2591, 0.6907], [2.3931, 0.4935, -0.2445], [3.6956, 1.5547, 0.2027], [2.0409, -0.1177, 2.1056], [3.5484, 0.6364, 2.5917], [2.2484, 2.7019, 1.2331], [2.2026, 2.4884, 3.0043], [0.2434, 0.8677, 1.4528], [0.0377, 1.7214, 2.9692], [0.2177, 3.2096, 0.3224], [-0.4970, 3.7336, 1.8880], [-2.4542, 3.1371, 0.8383], [-1.9854, 1.6622, 1.6457], [-1.7743, 2.3395, -1.3186], [-0.8828, 0.9815, -0.6422], [-4.5749, 1.1418, -1.5413], [-3.2937, 0.0789, 1.8910], [-4.7274, 1.0343, 1.4891], [-5.1190, -1.6468, 0.4256], [-6.1311, -0.7206, 1.4520], [-4.7521, -3.1026, 2.0880], [-5.6901, -2.1375, 3.1778], [-3.5546, -2.5758, 4.1446], [-3.5972, -0.8691, 3.8225], [-2.4818, -2.1831, 1.4895], [-1.7192, -1.0705, 2.5986], [0.4565, -3.7033, 2.9448], [0.0892, -2.2871, 1.9581], [-0.5381, -3.8598, 1.4656], [-3.2326, -2.5084, -3.5896], [-3.3315, -3.7425, -1.2982], [-7.7203, 1.1763, -1.4358], [-7.3241, 0.1288, -0.9785], [-8.1243, 1.3071, -2.7445], [-7.7841, 2.3280, -0.6898], [-8.4381, 2.1708, -3.1406], [-8.0664, 0.4917, -3.3233], [-7.4682, 2.2741, 0.2596], [-8.0917, 3.2067, -1.0570], [2.4721, -4.8852, -3.0609], [3.5958, -5.3386, -2.8810], [1.4360, -5.1397, -2.1999], [2.1443, -4.1070, -4.1288], [0.5120, -4.7691, -2.3386], [1.6184, -5.7209, -1.4058], [2.8512, -3.8959, -4.8200], [1.2199, -3.7372, -4.2549], [2.9426, -2.3680, -7.2908], [3.3545, -3.3441, -6.6842], [2.3707, -2.4783, -8.5337], [3.0042, -1.1088, -6.7819], [2.0165, -1.6942, -9.0458], [2.3022, -3.3959, -8.9294], [3.3901, -0.9928, -5.8626], [2.6505, -0.3043, -7.2620], [2.8203, 3.7924, -1.7677], [2.7145, 2.7101, -2.3078], [3.9707, 4.1885, -1.1284], [1.7977, 4.7030, -1.7379], [4.0691, 5.0746, -0.6731], [4.7354, 3.5411, -1.1153], [0.9339, 4.4380, -2.1736], [1.8648, 5.5929, -1.2840], [0.9646, 5.6972, 4.1884], [-0.1401, 5.6932, 3.6860], [1.7223, 6.8440, 4.2783], [1.5546, 4.5789, 4.7137], [2.6348, 6.8699, 4.6898], [1.3255, 7.6859, 3.9087], [1.0464, 3.7150, 4.6699], [2.4629, 4.5899, 5.1346]],
  "forces_ev_per_angstrom": [[-0.215, 0.321, 0.164], [0.325, -0.202, -0.048], [-0.494, 0.153, -0.227], [0.376, 0.001, 0.218], [-0.426, 0.127, -0.286], [0.245, -0.104, 0.382], [-0.155, 0.965, -0.035], [-0.626, -1.128, 0.004], [0.420, 0.362, -0.387], [-0.544, -0.559, 0.686], [0.415, 0.452, -0.044], [-0.309, -0.486, 0.020], [-0.194, 1.032, 0.629], [-0.199, -0.344, -1.071], [0.171, 0.002, 0.134], [-0.221, 0.147, 0.091], [0.242, -0.624, 0.157], [0.036, 0.639, 0.130], [0.190, -0.001, -0.065], [-0.298, -0.010, -0.009], [0.617, -0.389, -0.351], [-0.253, -0.421, 0.184], [-0.466, -0.073, -0.335], [0.210, -0.162, -0.037], [0.027, -0.108, -0.081], [0.004, 0.082, -0.064], [0.025, -0.209, -0.017], [0.088, -0.125, 0.118], [-0.005, 0.142, 0.119], [0.071, 0.028, -0.121], [-0.127, -0.179, -0.012], [0.046, 0.004, -0.057], [0.077, -0.155, 0.191], [-0.047, -0.077, -0.090], [0.072, 0.090, -0.151], [0.032, -0.220, 0.053], [0.243, -0.136, -0.066], [0.234, 0.296, 0.045], [0.220, 0.224, -0.043], [0.055, -0.145, -0.046], [-0.176, -0.122, 0.053], [0.042, 0.164, -0.122], [0.256, 0.367, -0.168], [-0.157, 0.006, -0.016], [-0.243, -0.091, 0.084], [0.094, 0.044, -0.158], [0.111, -0.061, -0.044], [0.021, -0.153, -0.200], [-0.074, 0.022, 0.306], [0.158, 0.218, 0.227], [0.010, -0.056, -0.051], [-0.114, 0.005, 0.039], [0.074, -0.086, -0.077], [-0.056, 0.065, 0.080], [0.022, -0.060, 0.043], [-0.143, 0.155, -0.063], [-0.017, -0.278, -0.036], [0.190, -0.019, -0.060], [-0.058, -0.151, 0.109], [0.002, 0.145, -0.003], [0.104, -0.035, -0.115], [0.031, 0.400, 0.022], [0.185, 0.253, 0.263], [0.268, 0.184, -0.067], [-0.234, -0.211, 0.075], [-0.163, 0.013, 0.126], [-0.226, -0.079, -0.041], [0.060, 0.027, -0.011], [0.091, -0.020, 0.006], [0.110, -0.025, -0.017], [0.066, 0.022, -0.029], [-0.101, -0.051, 0.037], [-0.061, 0.038, 0.017], [-0.042, -0.074, -0.124], [0.194, -0.001, -0.041], [0.022, 0.181, 0.120], [0.065, 0.029, 0.025], [-0.140, -0.083, 0.059], [-0.017, 0.064, 0.095], [-0.151, -0.144, -0.029], [0.062, 0.050, -0.166], [0.125, 0.070, 0.076], [0.116, 0.120, -0.017], [-0.023, 0.014, 0.007], [0.002, -0.031, 0.035], [-0.048, -0.033, 0.033], [-0.062, 0.008, 0.026], [-0.156, -0.019, 0.129], [0.132, 0.018, -0.095], [0.006, 0.056, -0.095], [0.132, 0.045, -0.147], [-0.026, -0.006, 0.047], [-0.022, -0.046, 0.007], [-0.036, -0.076, 0.069], [-0.033, -0.023, 0.081], [0.115, -0.010, 0.084], [-0.033, 0.030, 0.006], [0.013, -0.082, 0.000], [-0.100, 0.144, 0.049], [0.012, -0.005, -0.002], [-0.036, -0.004, -0.013], [-0.032, 0.004, -0.083], [0.025, -0.036, -0.026]],
  "mulliken_charge": [-0.827, -0.326, -0.440, -0.516, -1.109, 0.124, -0.131, -0.362, -0.367, 0.181, -0.920, -0.331, -0.085, -0.054, -0.406, -0.829, -1.018, 0.433, -0.564, -0.309, 0.268, -0.498, -0.486, -0.413, 0.374, 0.236, 0.274, 0.516, -0.027, 0.367, 0.357, 0.371, 0.368, 0.253, -0.104, -0.231, 0.427, -0.059, 0.348, 0.132, 0.177, -0.124, 0.244, 0.421, 0.017, 0.311, 0.125, -0.352, -0.271, 0.530, 0.111, 0.426, 0.259, 0.357, 0.418, 0.341, 0.296, -0.130, 0.339, -0.042, 0.248, 0.333, 0.298, 0.723, -0.560, -0.459, -0.385, 0.135, 0.211, 0.220, 0.147, 0.696, -0.706, -0.338, -0.203, 0.141, 0.197, 0.163, 0.129, 0.675, -0.717, -0.403, -0.358, 0.159, 0.220, 0.212, 0.156, 0.699, -0.603, -0.389, -0.439, 0.151, 0.211, 0.219, 0.151, 0.659, -0.612, -0.410, -0.385, 0.149, 0.221, 0.216, 0.161],
  "lumo_ev": 2.0017,
  "charge": -1,
  "gap_ev": 6.736,
  "energy_ha": -4762.9628
}